ORCA calculation (ωB97M-V with the def2-TZVPD basis set) on a cluster of 11 separate species, C45H116N8O11 in total in a non-equilibrium geometry.

```
180
Properties=species:S:1:pos:R:3:forces:R:3
O -2.367 -0.999 5.842 0.437 1.183 -0.471
O -5.277 2.032 0.767 -1.342 -1.395 0.708
O 0.625 -6.482 -2.455 0.826 -0.077 -0.103
O -3.224 -0.316 -0.363 -1.297 -0.270 -0.013
O 1.199 -5.216 1.946 1.287 1.841 0.656
O 0.320 3.628 3.469 1.179 2.013 -0.013
O 3.977 -0.026 -5.028 -0.178 -1.062 -0.159
O 2.344 -1.837 -6.762 1.943 -1.315 -0.478
O -5.953 0.072 -6.112 1.794 0.460 0.163
O 4.016 2.531 -0.752 -0.265 -0.577 0.880
O 6.148 -0.790 1.220 -0.931 -0.232 -0.936
N 6.947 0.428 -1.117 -0.444 1.431 -0.832
N 4.611 -1.502 -8.298 -0.309 -1.194 -0.851
N -8.605 -0.399 -3.524 -0.259 -0.413 -0.313
N 1.051 -1.753 6.805 0.272 -0.990 0.556
N 0.935 4.897 3.386 -2.126 -0.011 2.186
N -1.914 -0.443 -0.768 2.681 1.142 0.991
N -5.988 4.436 -0.556 -1.181 0.632 0.010
N 2.705 -2.581 4.175 -0.355 -0.361 -0.888
C 3.225 3.934 3.169 -1.551 0.026 -0.552
C 4.804 -3.818 -7.282 -1.256 -0.021 -0.008
C -3.443 -1.695 5.334 -0.956 -0.549 0.204
C 3.636 1.900 0.510 -0.146 0.867 -1.405
C -2.216 -2.937 -1.368 0.868 -0.063 0.281
C -1.667 -1.520 -1.765 0.764 -0.256 0.680
C 6.624 -0.961 -1.225 -0.876 -0.782 2.036
C -1.298 -1.875 6.025 1.064 1.259 2.134
C 1.768 -4.778 4.866 -0.883 -0.836 -1.156
C 1.940 7.605 3.832 1.301 -1.534 0.717
C 0.904 -1.434 -0.860 -1.032 0.703 0.698
C -5.560 1.453 -5.817 -0.823 -1.278 0.068
C -0.070 -1.566 -2.031 -0.998 -0.165 -0.348
C 1.049 -1.810 -6.272 -1.037 0.738 -0.796
C 7.886 -1.816 -1.323 -1.094 -0.638 0.402
C 2.907 6.412 3.513 -1.953 1.012 -0.428
C 2.279 4.967 3.867 3.447 1.394 0.237
C 0.614 -5.154 0.678 -2.138 0.066 0.003
C 2.305 -3.946 3.730 1.914 0.426 -0.893
C -2.420 -1.085 -2.997 -1.243 -0.159 -1.162
C -1.298 5.959 2.626 1.245 -1.274 0.874
C -6.611 -1.893 -3.587 0.875 0.890 0.855
C 5.374 -1.349 2.254 -0.197 0.063 0.703
C -0.679 -6.164 -2.836 -1.141 -0.760 0.005
C -4.829 3.186 -2.149 -0.551 -1.730 0.019
C 5.607 -1.267 -0.027 2.460 -1.081 -1.169
C 3.454 -0.168 -3.737 0.155 2.420 1.457
C 2.341 4.840 5.445 -0.587 -0.162 0.030
C 1.389 -3.865 2.508 -0.106 -0.878 1.289
C -0.107 -0.956 6.443 0.520 -0.753 -0.520
C -5.636 1.148 1.919 -0.118 1.131 -0.484
C 4.059 -2.882 -8.286 -0.162 1.665 0.926
C -6.158 3.159 -1.321 2.712 0.716 1.567
C 0.611 7.375 3.182 0.841 -0.216 1.234
C -1.278 -1.480 1.420 -0.122 0.071 0.875
C 2.542 -2.675 -7.944 0.291 -1.384 0.778
C -7.238 -0.544 -3.991 0.775 -0.703 -1.217
C -0.604 6.199 5.062 0.694 -1.102 0.948
C -1.304 1.080 1.215 -0.225 0.117 -0.472
C -6.396 2.053 -0.183 1.131 1.345 -0.877
C 0.319 -0.050 5.326 -0.107 1.420 -0.509
C 0.400 -0.300 0.046 0.391 0.590 0.135
C -0.048 6.051 3.623 -1.313 1.748 -1.574
C -7.136 -0.435 -5.555 -1.226 1.501 0.438
C -1.058 -0.274 0.483 -0.356 -2.193 -0.137
H 0.468 0.689 -0.407 0.821 0.025 -0.519
H 1.857 -2.349 -8.726 0.567 0.597 -0.380
H -1.400 -3.511 -0.931 -0.074 0.082 0.658
H -4.592 2.231 -2.617 0.210 -0.288 0.082
H -4.799 1.733 -6.546 0.100 -0.295 0.253
H -2.492 -3.614 -2.176 -0.163 0.616 -0.609
H 2.665 2.260 0.851 -0.357 0.051 -0.168
H 4.193 -3.302 -9.283 -0.472 0.125 -0.116
H -5.634 0.082 1.691 0.330 0.098 -0.366
H 1.210 0.512 5.606 0.130 0.047 0.339
H -1.409 6.930 5.133 -0.163 -0.261 -0.645
H 3.021 6.465 2.430 0.657 -0.366 -0.034
H 4.239 3.458 -0.639 0.020 0.021 0.211
H 2.230 -3.705 -7.770 -0.578 -0.176 0.692
H 2.326 8.585 3.549 0.347 -0.228 -0.113
H 4.420 -4.838 -7.266 -0.288 -0.140 -0.426
H 4.405 -0.875 2.411 -0.402 0.105 -0.594
H -3.495 -1.159 -2.834 -0.166 -0.119 0.531
H -4.924 3.864 -2.997 -0.074 0.342 0.262
H -3.797 -2.360 6.122 0.152 -0.988 -0.247
H -5.226 1.549 -4.784 0.418 -0.135 -0.043
H 1.935 7.567 4.921 -0.693 0.570 0.170
H 3.364 4.968 5.798 0.066 0.189 -0.466
H -4.031 3.496 -1.476 0.164 -0.187 -0.290
H 4.566 -3.476 -6.275 0.580 0.289 0.152
H 5.830 -1.199 3.233 0.609 -0.225 -0.201
H 2.489 -5.092 5.620 -0.130 0.692 0.222
H -8.917 0.516 -3.815 -0.318 0.147 -0.021
H 0.775 7.395 2.105 -0.502 0.210 -0.092
H 4.657 -1.149 -7.353 0.546 0.128 -0.107
H -0.911 5.436 1.751 -0.484 -0.094 -0.250
H 1.633 -1.255 7.464 0.264 0.459 -0.182
H -0.007 8.177 3.587 -0.541 -0.061 -0.781
H 4.603 -0.920 -0.271 -0.062 0.475 0.228
H -1.030 -2.563 5.223 -0.082 0.407 -0.758
H 3.516 0.854 0.228 0.336 0.039 0.579
H -2.104 5.413 3.116 -0.009 -0.119 -0.350
H -5.030 1.362 2.799 0.800 0.023 -0.552
H 4.281 3.960 3.439 -0.368 0.048 0.742
H 1.928 -1.208 -1.159 -0.085 0.309 -0.544
H -6.992 -2.826 -4.002 -0.578 0.349 0.074
H 3.519 -0.683 -5.558 -0.041 -0.183 -0.656
H 0.077 6.507 5.856 0.475 0.350 -0.524
H -4.351 -1.112 5.184 0.495 0.707 -0.473
H -6.691 0.248 -3.479 0.877 0.105 -0.417
H -1.653 6.935 2.296 0.270 0.015 0.365
H -8.539 -0.370 -2.517 -0.383 -0.093 0.249
H 0.977 -1.026 -5.518 0.104 0.051 -0.033
H -7.865 0.229 -6.019 -1.000 0.194 0.719
H -2.321 -1.766 -3.843 0.586 -0.127 -0.025
H 7.538 -2.848 -1.280 0.190 -0.315 -0.123
H 5.577 -2.357 -0.028 -0.343 -0.307 0.500
H -0.315 -0.282 7.274 -1.003 -0.171 0.095
H -1.580 -2.532 6.848 0.222 -0.301 0.418
H -0.776 -5.293 -3.485 0.287 0.169 0.459
H 3.243 4.156 2.102 -0.190 0.142 -0.103
H 1.023 -4.453 -0.049 0.480 -0.039 0.174
H -6.552 1.067 -0.621 -0.017 -0.121 0.062
H 5.212 -2.405 2.039 -0.047 -0.128 0.401
H -3.079 -2.898 -0.703 0.164 0.195 0.120
H 1.787 -3.114 1.826 0.166 -0.368 -0.455
H 3.227 -2.685 5.034 0.033 0.047 0.132
H 0.508 -3.419 2.969 -1.126 -0.295 -0.658
H -0.465 1.388 1.839 0.516 -0.614 0.101
H -6.551 -1.895 -2.499 -0.522 -0.550 0.267
H 5.492 -1.550 -8.791 0.327 0.532 0.545
H 1.014 -0.311 0.946 0.066 0.267 0.218
H 3.063 0.819 -3.488 -0.752 0.226 0.062
H -3.064 -2.167 4.427 -0.851 -0.543 -0.191
H 1.711 5.608 5.892 0.319 -0.147 -0.009
H 6.054 -1.263 -2.104 -0.129 0.684 -0.323
H -0.802 -1.365 2.393 0.436 0.466 0.105
H 0.600 -2.712 -5.854 0.563 -0.542 0.030
H 1.367 -5.711 4.472 0.088 -0.213 -0.192
H 0.121 -0.742 -2.719 0.069 0.144 -0.033
H 0.760 -2.531 7.380 -0.192 -0.491 -0.065
H 8.598 -1.709 -0.505 0.093 0.422 -0.262
H 5.869 -3.936 -7.478 -0.025 0.553 0.069
H 0.279 3.393 2.539 -0.405 -0.807 -0.722
H -0.838 -2.402 1.041 -0.264 0.068 -0.332
H -5.394 4.325 0.254 -0.290 -0.909 0.433
H 3.216 -4.325 3.268 0.306 -0.625 0.524
H 2.659 -0.868 -3.478 0.242 -0.531 -0.697
H -0.469 0.691 5.193 -0.074 0.079 -0.354
H 2.023 3.879 5.851 -0.225 -0.143 -0.443
H -2.311 -1.654 1.723 -0.267 0.021 -0.575
H 4.236 -0.167 -2.977 0.444 -0.945 -0.075
H 0.593 -0.461 4.354 -0.400 -0.569 0.045
H -1.243 -6.145 -1.903 -0.705 0.897 -0.165
H -1.100 -7.011 -3.378 -0.204 0.001 -0.430
H 0.431 -6.112 0.191 1.047 -0.336 0.338
H -6.616 1.380 2.337 -0.466 0.226 -0.612
H 3.816 6.652 4.065 0.202 -0.853 -0.281
H 6.138 0.914 -1.476 -0.075 0.561 -0.662
H -2.154 1.149 1.893 -0.300 -0.434 -0.307
H -0.914 5.232 5.457 -0.576 -0.077 -0.314
H 0.870 -4.244 5.176 0.188 0.041 0.945
H 0.143 -2.480 -2.586 -0.162 -0.113 -0.130
H -2.344 -0.068 -3.382 0.856 0.141 0.331
H -6.360 2.187 -5.910 -0.558 -0.221 -0.278
H 2.751 2.955 3.249 0.587 -0.254 0.264
H -0.423 -4.882 0.877 -0.460 0.689 -0.363
H 0.445 -7.310 -2.004 0.927 -0.228 0.197
H 1.086 -2.316 -0.246 -0.682 -0.321 -0.125
H 0.443 -1.529 -7.133 -0.719 0.184 0.141
H 4.321 2.128 1.326 0.429 -0.551 -0.200
H -3.409 0.594 -0.606 -0.558 0.149 0.063
H 6.841 0.691 -0.147 0.665 -0.153 0.466
H -5.390 5.067 -1.070 -0.456 0.268 -0.645
H 8.278 -1.652 -2.327 0.498 0.096 0.320
H 1.884 -2.053 4.431 -0.137 -0.042 0.290
H -7.417 -1.409 -5.957 0.752 -0.145 -0.216
H -6.958 3.195 -2.060 -0.502 0.011 0.615
H -7.274 2.417 0.350 -0.203 -0.271 -0.002
H -1.378 1.898 0.498 -0.280 -0.037 -0.358
H -5.544 -1.890 -3.809 0.107 0.200 -0.552
```
Forces are in eV/Å.

2S+1: 2
LUMO energy (alpha / beta), Eh: -0.093 / -0.262
Gap between HOMO and LUMO (alpha / beta), eV: 7.57 / 2.98
Total charge: +1

***

ORCA calculation (ωB97M-V with the def2-TZVPD basis set) on a cluster of 4 separate species, C27H59N3O4 in total in a non-equilibrium geometry.

```
93
Properties=species:S:1:pos:R:3:forces:R:3
O -0.580 6.593 5.755 0.431 -0.170 0.028
O 1.114 -0.161 -1.906 -0.105 0.175 0.090
O 1.907 -11.606 3.949 0.217 0.852 -0.881
O -0.586 4.200 -8.942 1.523 -1.865 -0.312
N -0.866 5.212 5.794 -0.820 -0.429 -1.926
N 1.921 -10.902 2.705 1.727 1.018 -1.530
N -1.232 5.302 -8.538 -2.829 2.526 1.313
C 0.642 -9.629 0.997 -0.408 1.435 -1.419
C 3.236 -10.216 2.289 -2.293 -0.143 -1.662
C -0.951 4.688 7.123 0.643 1.142 2.024
C 0.209 6.824 -9.562 -1.176 1.378 -1.163
C -2.385 5.000 -7.725 -0.621 -2.467 2.802
C 2.941 -9.413 0.925 2.829 0.536 1.164
C 1.733 -8.560 1.023 -1.195 -2.982 0.073
C -3.425 4.212 -8.583 1.391 0.013 0.266
C -2.059 4.204 -6.355 0.989 -1.134 -0.529
C -0.236 -9.833 3.261 -0.163 -1.528 0.435
C -0.221 4.496 4.645 -0.844 1.398 -0.952
C 0.446 4.705 7.830 0.301 0.116 -0.392
C -1.937 5.596 7.992 0.844 0.008 0.007
C 0.619 -10.590 2.137 -1.517 0.699 1.618
C -0.436 6.455 -8.211 1.024 1.365 -1.184
C 3.796 -9.292 3.302 -0.183 0.975 1.638
C -0.010 -11.940 1.659 -0.201 0.618 1.482
C -1.465 3.252 7.005 -0.061 0.296 0.266
C -0.433 3.005 4.759 0.235 -2.200 -0.311
C -2.349 7.341 -6.679 1.008 -0.109 -1.290
C 1.322 4.809 4.538 -1.605 0.723 -0.794
C 4.242 -11.277 2.001 -0.030 -0.914 -0.266
C -3.141 6.170 -7.167 -2.355 2.187 -0.231
C 0.759 6.346 -7.261 -0.126 -0.400 0.789
C -1.064 4.922 3.244 0.883 -1.028 1.188
C -0.617 2.375 6.117 -0.236 0.023 0.977
C -1.396 7.645 -7.861 1.014 -0.116 1.620
H 1.415 5.557 -7.630 0.186 0.131 0.038
H -1.640 6.644 7.968 0.309 -0.046 -0.388
H 0.596 -10.184 0.060 0.487 0.168 -0.305
H 3.244 -8.353 3.351 -0.381 -0.134 0.345
H -0.425 4.571 2.434 -0.062 0.264 -0.221
H -1.339 6.957 5.294 -0.123 0.137 -0.001
H -3.566 4.851 -9.454 -0.708 -0.017 0.049
H -0.129 -12.512 2.580 -0.053 -0.393 -0.087
H -1.995 4.361 3.161 0.165 -0.572 0.469
H 0.664 -12.489 1.002 0.006 0.281 -0.109
H -1.155 -9.326 2.966 -0.087 -0.448 -0.574
H -2.457 3.405 6.579 -0.261 -0.533 0.023
H -1.711 4.745 -5.475 -0.648 0.999 -0.168
H -0.808 4.114 -9.872 0.093 -0.128 -0.214
H -1.832 5.371 9.053 -0.020 -0.527 0.009
H 1.718 4.626 3.539 -0.138 -0.701 -0.027
H 1.885 4.255 5.289 0.055 0.380 -0.062
H -0.145 -8.880 0.919 -1.530 -1.240 0.635
H -0.827 8.494 -7.483 0.660 0.042 -0.543
H -3.901 5.999 -6.405 0.350 -1.417 0.385
H -1.215 3.514 -6.370 0.191 -0.303 -1.026
H 1.005 5.639 7.891 -0.827 0.724 -0.110
H -1.903 7.981 -8.766 -0.386 -0.214 0.151
H 3.061 -10.092 0.081 -0.728 0.035 -0.130
H -1.251 2.609 4.157 -0.262 0.597 -0.134
H 1.276 7.305 -7.226 0.169 -0.051 -0.423
H 3.774 -8.716 0.834 0.760 -0.246 0.030
H 3.757 -9.822 4.254 -0.135 0.317 0.311
H 0.266 -9.083 3.872 0.774 -0.084 -0.391
H 1.381 5.897 4.567 0.451 0.003 0.818
H -4.305 3.977 -7.984 -0.146 0.322 -0.303
H -2.869 3.543 -6.045 -0.389 0.362 -0.063
H 0.305 2.081 6.618 0.412 0.651 0.043
H 1.913 -0.179 -2.433 0.206 0.048 -0.138
H -3.004 5.620 7.772 0.030 -0.605 -0.472
H 0.574 7.850 -9.608 1.006 -0.127 0.615
H 4.354 -11.959 2.845 0.616 0.420 0.458
H -1.086 1.392 6.074 -0.372 0.018 -0.563
H -2.892 8.255 -6.441 -0.551 -0.241 -0.193
H 2.410 -12.383 3.692 -0.121 -0.447 0.340
H -1.856 7.082 -5.742 0.614 -0.007 -0.154
H -0.483 -10.628 3.965 -0.343 0.155 0.302
H 0.579 6.142 -6.205 -0.551 -0.295 0.032
H -3.030 3.272 -8.967 0.150 -0.104 0.207
H -1.006 -11.845 1.228 0.070 0.208 -0.174
H 3.895 -11.980 1.244 0.050 0.375 -0.553
H 0.872 -1.081 -1.805 -0.102 -0.221 0.049
H 1.146 4.172 7.187 -0.110 -0.775 0.450
H -0.621 7.014 -10.244 -0.429 -0.608 -0.276
H 1.386 -7.929 0.204 1.167 0.650 0.224
H 0.851 6.118 -10.089 0.261 -0.031 0.643
H -1.516 2.737 7.964 -0.342 0.477 0.303
H 1.653 -8.189 2.045 0.147 0.978 -0.355
H 4.822 -8.936 3.210 0.215 -0.551 -0.652
H -1.473 5.908 3.025 1.017 0.608 0.534
H 5.155 -10.753 1.716 0.305 -0.610 0.035
H -3.853 6.545 -7.901 0.287 0.308 -0.840
H 0.420 4.348 8.859 -0.033 -0.485 -0.154
H 0.416 2.434 4.382 0.339 0.506 -0.633
```
Forces are in eV/Å.

2S+1: 1
LUMO energy, Eh: 0.029
SMILES: CC1(C)CCCC(C)(C)N1O.CC1(C)CCCC(C)(C)N1O.CC1(C)CCCC(C)(C)N1O.O
Gap between HOMO and LUMO, eV: 8.71

***

ORCA calculation (ωB97M-V with the def2-TZVPD basis set) on a cluster of 3 separate species, C6H4F2NO2 in total in a non-equilibrium geometry.

```
15
Properties=species:S:1:pos:R:3:forces:R:3
F 1.477 2.222 1.370 0.020 0.200 0.136
F -0.887 1.919 -0.891 0.285 -0.013 0.162
O -4.108 -0.468 -0.928 -0.193 0.422 -1.625
O -3.850 -0.982 1.286 0.237 -0.354 1.716
N -0.618 -0.190 -0.179 -0.052 0.418 -0.012
C 2.140 0.104 -0.157 -0.162 0.732 -0.130
C 1.336 1.247 -0.340 -0.094 -0.765 -0.340
C -0.037 0.945 -0.445 -0.036 -0.051 -0.155
C -3.947 -0.708 0.179 0.085 -0.035 -0.128
C 0.172 -1.212 0.165 0.283 -0.228 0.086
C 1.554 -1.106 0.161 -0.418 -0.292 0.017
H -0.338 -2.139 0.401 0.087 -0.082 0.027
H 3.217 0.197 -0.201 -0.003 0.051 0.014
H 2.163 -1.976 0.369 0.011 -0.054 0.044
H 1.726 2.147 -0.788 -0.051 0.051 0.188
```
Forces are in eV/Å.

2S+1: 1
LUMO energy, Eh: 0.112
Gap between HOMO and LUMO, eV: 6.48
Total charge: -1

***

ORCA calculation (ωB97M-V with the def2-TZVPD basis set) on a structure of composition C2H3Ce in a non-equilibrium geometry.

```
6
Properties=species:S:1:pos:R:3:forces:R:3
Ce 0.956 -1.367 -0.037 -1.511 1.297 -0.231
C 0.702 1.155 0.173 -1.995 -1.174 -0.066
C -0.535 0.783 0.080 2.475 1.175 0.852
H -1.525 1.212 0.278 0.155 -0.790 -0.465
H -1.028 -1.628 -0.575 0.856 -0.056 0.197
H 1.257 2.067 0.423 0.020 -0.451 -0.288
```
Forces are in eV/Å.

2S+1: 3
LUMO energy (alpha / beta), Eh: -0.196 / -0.200
Gap between HOMO and LUMO (alpha / beta), eV: 6.80 / 7.91
Total charge: +1

***

Which formula does entry 2 have? C27H59N3O4